1.
C24H33AlBrCaClF11LiN2O5PS | ωB97M-V with the def2-TZVPD basis set

Cartesian coordinates (Å):
C1 4.596 5.396 -0.006
C2 4.745 5.687 -1.583
C3 3.442 5.299 -2.446
C4 2.714 3.955 -1.927
C5 1.865 3.214 -3.074
C6 1.765 1.677 -2.688
C7 1.371 1.090 -1.295
N1 1.215 -0.219 -0.851
N2 1.476 -1.189 -1.733
C8 1.306 -2.602 -1.241
C9 2.609 -3.190 -0.516
C10 4.002 -2.985 -1.320
C11 4.610 -3.961 -2.360
C12 5.975 -3.603 -3.035
C13 6.772 -2.297 -2.656
C14 6.199 -1.292 -1.598
C15 4.841 -1.648 -0.966
C16 1.886 -0.864 -3.042
S1 2.253 -2.334 -4.123
C17 2.065 0.513 -3.713
H1 3.572 5.721 0.415
H2 5.373 6.001 0.592
H3 4.784 4.272 0.171
H4 4.989 6.790 -1.782
H5 5.625 5.079 -1.997
H6 2.688 6.170 -2.452
H7 3.804 5.179 -3.548
H8 2.000 4.291 -1.084
H9 3.501 3.249 -1.476
H10 0.819 3.701 -3.143
H11 2.351 3.387 -4.095
H12 1.172 1.890 -0.488
H13 0.852 -3.285 -2.044
H14 0.497 -2.526 -0.418
H15 2.500 -4.322 -0.320
H16 2.710 -2.694 0.548
H17 4.021 -4.905 -2.619
H18 6.427 -4.292 -3.818
H19 7.770 -2.066 -3.151
H20 6.768 -0.331 -1.280
H21 4.410 -0.929 -0.180
H22 2.796 -1.886 -5.330
H23 2.375 0.703 -4.794
C18 -2.590 -1.640 0.176
C19 -1.729 -2.655 0.907
O1 -2.355 -3.225 2.044
C20 -3.315 -4.287 1.862
O2 -2.829 -5.248 1.114
C21 -4.730 -3.781 1.382
F1 -5.032 -2.596 1.953
F2 -5.707 -4.627 1.763
F3 -4.854 -3.617 0.056
H24 -3.141 -1.010 0.876
H25 -1.968 -1.005 -0.463
H26 -3.311 -2.131 -0.476
H27 -0.859 -2.118 1.302
H28 -1.330 -3.414 0.224
H29 -3.527 -4.543 2.917
Li1 3.159 6.395 -4.641
Br1 2.053 8.418 -3.153
Al1 4.373 -3.212 0.828
C22 -8.424 -0.924 3.597
C23 -6.952 -0.858 3.871
O3 -6.834 0.267 4.723
C24 -8.040 0.444 5.326
O4 -8.236 1.203 6.229
O5 -8.992 -0.355 4.768
H30 -8.777 -1.946 3.450
H31 -8.717 -0.320 2.733
H32 -6.585 -1.743 4.401
H33 -6.364 -0.719 2.963
F4 -3.774 2.149 6.522
P1 -5.072 3.092 6.546
F5 -5.857 1.850 7.179
F6 -5.434 2.485 5.106
F7 -5.771 4.304 5.765
F8 -3.859 4.099 6.834
F9 -5.751 3.670 7.876
F10 8.456 -0.149 -1.803
Cl1 -4.181 -4.302 -1.947
F11 1.451 -3.223 -6.660
Ca1 -2.107 -4.568 -3.684

Its total energy is -7218.86219 Eh. As for the charge: +1. The calculation puts the LUMO energy at -9.7 eV. The gap between HOMO and LUMO is 1.0 eV.

Partial charges, Löwdin, in e: atom 1 (C): -0.119, atom 2 (C): -0.236, atom 3 (C): -0.301, atom 4 (C): -0.198, atom 5 (C): -0.144, atom 6 (C): -0.056, atom 7 (C): -0.001, atom 8 (N): 0.103, atom 9 (N): -0.162, atom 10 (C): -0.115, atom 11 (C): -0.242, atom 12 (C): -0.396, atom 13 (C): -0.024, atom 14 (C): 0.009, atom 15 (C): 0.045, atom 16 (C): 0.003, atom 17 (C): -0.134, atom 18 (C): -0.402, atom 19 (S): 0.822, atom 20 (C): 0.067, atom 21 (H): 0.090, atom 22 (H): 0.090, atom 23 (H): 0.076, atom 24 (H): 0.112, atom 25 (H): 0.117, atom 26 (H): -0.057, atom 27 (H): 0.055, atom 28 (H): 0.134, atom 29 (H): 0.120, atom 30 (H): 0.150, atom 31 (H): 0.117, atom 32 (H): 0.142, atom 33 (H): 0.100, atom 34 (H): 0.109, atom 35 (H): 0.137, atom 36 (H): -0.002, atom 37 (H): 0.117, atom 38 (H): 0.107, atom 39 (H): 0.113, atom 40 (H): 0.094, atom 41 (H): 0.098, atom 42 (H): -0.041, atom 43 (H): 0.135, atom 44 (C): -0.066, atom 45 (C): -0.272, atom 46 (O): -0.052, atom 47 (C): -0.359, atom 48 (O): 0.092, atom 49 (C): -0.518, atom 50 (F): 0.154, atom 51 (F): 0.169, atom 52 (F): -0.133, atom 53 (H): 0.096, atom 54 (H): 0.068, atom 55 (H): 0.021, atom 56 (H): 0.117, atom 57 (H): 0.088, atom 58 (H): 0.212, atom 59 (Li): 0.661, atom 60 (Br): -0.290, atom 61 (Al): 0.810, atom 62 (C): -0.128, atom 63 (C): -0.137, atom 64 (O): 0.055, atom 65 (C): -0.513, atom 66 (O): 0.213, atom 67 (O): 0.077, atom 68 (H): 0.136, atom 69 (H): 0.137, atom 70 (H): 0.137, atom 71 (H): 0.123, atom 72 (F): -0.143, atom 73 (P): 0.193, atom 74 (F): -0.098, atom 75 (F): -0.100, atom 76 (F): -0.096, atom 77 (F): -0.143, atom 78 (F): -0.096, atom 79 (F): -0.567, atom 80 (Cl): -0.072, atom 81 (F): -0.814, atom 82 (Ca): 1.409

2.
C4H7N3O | ωB97M-V with the def2-TZVPD basis set

Cartesian coordinates (Å):
H1 2.183 -0.769 0.709
N1 1.624 -1.581 0.869
C1 0.407 -1.008 0.501
N2 -0.830 -1.701 0.719
O1 -1.925 -0.954 0.320
C2 -1.426 -0.052 -0.570
C3 0.079 0.304 -0.292
C4 0.512 1.665 -0.073
N3 0.875 0.976 -1.269
H2 -1.098 -1.991 1.843
H3 -1.833 0.906 -0.472
H4 -1.441 -0.725 -1.520
H5 1.419 2.048 0.403
H6 -0.441 2.364 -0.150
H7 1.893 0.518 -1.018

Its total energy is -395.91161 Eh. The calculation puts the LUMO energy at 0.7 eV. The gap between HOMO and LUMO is 9.5 eV. As for the SMILES: [H]/N=C1/NOC[C@@]12CN2.

Partial charges, Löwdin, in e: atom 1 (H): -0.019, atom 2 (N): 0.100, atom 3 (C): -0.251, atom 4 (N): 0.010, atom 5 (O): -0.136, atom 6 (C): -0.153, atom 7 (C): -0.419, atom 8 (C): -0.140, atom 9 (N): 0.058, atom 10 (H): 0.246, atom 11 (H): 0.100, atom 12 (H): 0.172, atom 13 (H): 0.116, atom 14 (H): 0.148, atom 15 (H): 0.170

3.
CH3Cl2O2P | ωB97M-V with the def2-TZVPD basis set

Cartesian coordinates (Å):
C1 -0.139 0.559 0.048
O1 -1.390 -0.478 -2.218
O2 -1.491 -2.179 0.350
P1 -1.542 -0.361 -0.782
Cl1 -2.865 -2.918 -0.199
Cl2 -3.298 0.354 -0.218
H1 0.126 0.067 0.948
H2 0.618 0.616 -0.714
H3 -0.382 1.504 0.463

Its total energy is -1451.96619 Eh. As for the multiplicity: 3. The calculation puts the LUMO energy (alpha / beta) at -0.3 / -3.1 eV. The gap between HOMO and LUMO (alpha / beta) is 6.4 / 7.8 eV.

Partial charges, Löwdin, in e: atom 1 (C): -0.187, atom 2 (O): -0.382, atom 3 (O): -0.692, atom 4 (P): 0.240, atom 5 (Cl): 0.580, atom 6 (Cl): 0.344, atom 7 (H): 0.025, atom 8 (H): 0.045, atom 9 (H): 0.027

Please write out number 3 again, unchanged.
CH3Cl2O2P | ωB97M-V with the def2-TZVPD basis set

Cartesian coordinates (Å):
C1 -0.139 0.559 0.048
O1 -1.390 -0.478 -2.218
O2 -1.491 -2.179 0.350
P1 -1.542 -0.361 -0.782
Cl1 -2.865 -2.918 -0.199
Cl2 -3.298 0.354 -0.218
H1 0.126 0.067 0.948
H2 0.618 0.616 -0.714
H3 -0.382 1.504 0.463

Its total energy is -1451.96619 Eh. As for the multiplicity: 3. The calculation puts the LUMO energy (alpha / beta) at -0.3 / -3.1 eV. The gap between HOMO and LUMO (alpha / beta) is 6.4 / 7.8 eV.

Partial charges, Löwdin, in e: atom 1 (C): -0.187, atom 2 (O): -0.382, atom 3 (O): -0.692, atom 4 (P): 0.240, atom 5 (Cl): 0.580, atom 6 (Cl): 0.344, atom 7 (H): 0.025, atom 8 (H): 0.045, atom 9 (H): 0.027